26
Properties=species:S:1:pos:R:3 method="wB97M-V/def2-TZVPD" orbital_gap_ev="7.56 / 6.75" total_energy_ev=-24455.2507 e_lumo_ev="-0.53 / -0.60" spin_multiplicity=1
C 2.285 -2.449 -0.463
C -0.645 2.630 -0.808
C 1.128 2.462 0.663
C -3.616 -0.848 -0.096
C 1.714 -1.829 0.842
N 0.107 1.712 0.041
N -1.341 -0.820 0.000
O -2.450 -0.426 -0.814
O -1.211 -2.121 0.174
O -3.809 -2.196 -0.181
O 1.295 -0.481 0.713
Si 0.076 0.069 -0.142
H 3.048 -3.277 -0.194
H 1.417 -3.078 -0.936
H 2.640 -1.720 -1.211
H 0.062 3.332 -1.294
H -1.097 2.118 -1.528
H -1.472 3.142 -0.307
H 1.898 1.844 1.067
H 1.612 3.067 -0.117
H 0.789 3.211 1.379
H -2.969 -2.698 0.097
H -4.499 -0.317 -0.594
H -3.246 -0.637 1.056
H 2.571 -1.793 1.518
H 1.073 -2.471 1.318

***

23
Properties=species:S:1:pos:R:3 method="wB97M-V/def2-TZVPD" smiles="C[Si](C)(C)CNC(N)=O" orbital_gap_ev=9.76 total_energy_ev=-18318.9759 e_lumo_ev=0.73 spin_multiplicity=1
O 0.004 0.678 -2.187
C 1.167 0.461 -1.889
N 2.180 0.916 -2.701
N 1.622 -0.312 -0.833
C -2.377 -0.667 0.041
C -0.385 1.651 0.644
C -0.623 -0.702 2.593
C 0.735 -1.195 -0.040
Si -0.706 -0.191 0.742
H 2.005 1.520 -3.497
H 3.141 0.563 -2.625
H 2.631 -0.473 -0.789
H -3.178 -0.211 0.619
H -2.552 -0.281 -0.967
H -2.460 -1.755 0.089
H -1.025 2.175 1.344
H -0.602 2.058 -0.334
H 0.633 1.839 0.963
H -0.087 0.039 3.163
H -0.127 -1.663 2.674
H -1.619 -0.776 2.998
H 0.293 -1.937 -0.720
H 1.329 -1.739 0.714

***

22
Properties=species:S:1:pos:R:3 method="wB97M-V/def2-TZVPD" smiles=CCNC[C@@H](N)CS orbital_gap_ev=9.69 total_energy_ev=-19224.6425 e_lumo_ev=0.86 spin_multiplicity=1
N -0.541 -0.328 -1.967
C -1.111 0.355 -0.801
C -2.645 0.131 -0.598
S -3.005 -1.725 -0.561
C -0.364 -0.129 0.465
N 0.681 0.848 0.588
C 1.750 0.757 1.566
C 2.977 0.077 0.886
H -0.974 -1.181 -2.186
H -4.009 -1.754 -1.475
H 0.448 -0.584 -2.034
H -0.870 1.442 -0.973
H -2.773 0.447 0.480
H -3.187 0.622 -1.317
H 0.063 -1.238 0.330
H -0.951 0.034 1.499
H 1.350 0.624 -0.313
H 1.390 0.106 2.481
H 2.057 1.633 1.944
H 2.525 0.080 -0.139
H 3.914 0.717 0.889
H 3.276 -0.931 1.234

***

22
Properties=species:S:1:pos:R:3 method="wB97M-V/def2-TZVPD" smiles=C[C@H](CCS)NCN orbital_gap_ev=9.76 total_energy_ev=-19225.7620 e_lumo_ev=0.95 spin_multiplicity=1
C -1.555 -0.639 1.922
C -0.815 -0.069 0.721
C 0.499 -0.843 0.388
C 1.402 -0.412 -0.742
S 2.274 -1.824 -1.472
N -0.295 1.310 0.699
C -1.103 2.084 -0.276
N -2.558 2.327 0.120
H -1.601 -1.679 1.686
H -2.650 -0.395 2.025
H -1.004 -0.406 2.917
H -1.517 -0.362 -0.204
H 1.121 -0.862 1.229
H 0.056 -1.865 0.211
H 2.110 0.174 -0.209
H 0.921 0.179 -1.551
H 3.366 -1.667 -0.789
H -0.353 1.753 1.657
H -0.631 3.024 -0.476
H -1.170 1.459 -1.238
H -3.014 1.723 -0.523
H -2.618 1.923 1.005